[1]
This record from the Open Molecules 2025 dataset describes an isolated ion of composition C6H8BrN3O and charge +2. The level of theory is the ωB97M-V functional and the def2-TZVPD basis.

Geometry (Å):
C: 2.465 1.782 0.269
C: 2.342 0.364 0.059
C: 0.335 1.388 -0.181
C: -1.650 0.752 -0.183
C: 0.168 -1.060 -0.175
C: -1.244 -0.670 0.207
N: 0.976 0.177 -0.138
N: 1.220 2.315 0.113
N: -2.147 -1.715 -0.148
O: -2.525 1.474 -0.341
Br: 3.674 -0.862 -0.100
H: 3.227 2.555 0.281
H: 0.702 -1.743 0.679
H: 0.118 -1.600 -1.113
H: -1.480 -0.453 1.326
H: 0.881 3.334 0.190
H: -3.021 -1.725 0.231
H: -1.732 -2.591 0.201
H: -2.308 -1.722 -1.175

Frontier orbital gap: 8.1 eV
Total charge: +2
HOMO: -0.5991 hartree

[2]
This record from the Open Molecules 2025 dataset describes one molecule with the formula C5H8O5. The level of theory is the ωB97M-V functional and the def2-TZVPD basis.

Geometry (Å):
C: -1.702 0.095 0.902
C: -0.302 -0.388 0.590
O: 0.285 -1.165 1.585
C: 0.608 0.460 -0.072
C: 1.937 0.930 0.414
O: 2.617 1.778 -0.481
O: 0.310 0.594 -1.336
C: -0.455 -0.840 -1.423
O: 0.191 -1.769 -1.826
O: -1.730 -0.541 -1.796
H: -2.044 0.838 0.187
H: -2.411 -0.735 0.881
H: -1.708 0.544 1.902
H: -0.385 -1.453 2.213
H: 2.503 0.011 0.644
H: 1.822 1.461 1.363
H: 2.482 1.449 -1.380
H: -2.016 -1.269 -2.369

Frontier orbital gap: 8.0 eV
HOMO: -0.2984 hartree
SMILES string: C/C(O)=C(/CO)OC(=O)O
Energy relative to the best compared isomer or geometry (same formula, charge and spin): 82.64 kcal per mole

[3]
This record from the Open Molecules 2025 dataset describes one molecule with the formula H3NO3. The level of theory is the ωB97M-V functional and the def2-TZVPD basis.

Geometry (Å):
N: -1.064 0.134 0.401
O: -0.489 -0.900 -0.225
O: 0.419 -0.247 -1.294
O: 1.674 -0.320 -0.922
H: -1.932 0.344 -0.043
H: -1.008 0.160 1.470
H: 2.037 -0.933 -1.614

Frontier orbital gap: 10.5 eV
HOMO: -0.3470 hartree
SMILES string: NOOO
Energy relative to the best compared isomer or geometry (same formula, charge and spin): 99.61 kcal per mole

[4]
This record from the Open Molecules 2025 dataset describes C20H30N10 as an isolated structure. The level of theory is the ωB97M-V functional and the def2-TZVPD basis.

Geometry (Å):
C: -18.693 12.496 -34.423
C: -19.055 12.952 -33.081
N: -19.353 13.293 -32.015
H: -19.176 12.969 -35.278
H: -18.991 11.450 -34.340
H: -17.630 12.290 -34.540
C: -15.979 11.556 -36.231
C: -14.952 11.491 -37.230
N: -14.035 11.417 -37.980
H: -15.497 11.034 -35.404
H: -16.912 11.209 -36.675
H: -16.267 12.540 -35.860
C: -15.262 10.370 -30.297
C: -15.576 10.930 -28.977
N: -15.946 11.387 -27.966
H: -15.795 9.458 -30.564
H: -14.174 10.321 -30.350
H: -15.538 11.157 -30.999
C: -12.280 13.889 -31.558
C: -12.456 13.556 -30.137
N: -12.657 13.315 -29.039
H: -11.196 13.972 -31.481
H: -12.657 14.870 -31.845
H: -12.523 13.067 -32.231
C: -16.623 13.921 -32.807
C: -15.624 14.537 -33.753
N: -14.835 15.050 -34.429
H: -16.777 12.848 -32.921
H: -17.601 14.393 -32.906
H: -16.244 14.095 -31.800
C: -12.797 9.641 -36.409
C: -13.237 10.630 -35.423
N: -13.576 11.415 -34.646
H: -12.765 8.700 -35.860
H: -11.831 9.874 -36.858
H: -13.475 9.531 -37.256
C: -11.550 10.745 -33.465
C: -11.003 11.341 -34.644
N: -10.598 11.914 -35.574
H: -10.911 9.962 -33.058
H: -12.536 10.346 -33.705
H: -11.695 11.445 -32.642
C: -13.810 8.146 -33.323
C: -13.682 8.945 -32.136
N: -13.585 9.619 -31.180
H: -14.691 8.484 -33.868
H: -13.835 7.058 -33.386
H: -13.033 8.382 -34.050
C: -15.084 14.454 -29.479
C: -14.735 13.741 -30.713
N: -14.525 13.185 -31.728
H: -14.149 14.670 -28.961
H: -15.890 13.921 -28.975
H: -15.336 15.440 -29.868
C: -14.581 11.464 -32.682
C: -15.800 11.593 -33.517
N: -16.744 11.739 -34.183
H: -13.755 10.891 -33.104
H: -14.870 10.840 -31.837
H: -14.094 12.402 -32.415

Frontier orbital gap: 8.5 eV
HOMO: -0.3192 hartree
Energy relative to the best compared isomer or geometry (same formula, charge and spin): 537.37 kcal per mole

[5]
This record from the Open Molecules 2025 dataset describes C3H5NO2S as an isolated structure. The level of theory is the ωB97M-V functional and the def2-TZVPD basis.

Geometry (Å):
C: -0.871 0.348 0.389
C: 0.784 1.438 0.386
C: -0.859 -0.784 1.332
N: 0.653 2.364 -0.579
O: 1.642 1.183 1.188
O: -3.078 -0.109 -0.677
S: -1.906 0.834 -0.736
H: -1.624 -1.510 1.250
H: -1.043 -0.552 2.398
H: 0.004 -1.397 1.272
H: -0.219 2.337 -0.951
H: 1.356 3.132 -0.590

Frontier orbital gap (alpha / beta): 7.5 / 7.3 eV
Expectation value of S²: 2.015
HOMO (alpha / beta): -0.2537 / -0.3583 hartree
Energy relative to the best compared isomer or geometry (same formula, charge and spin): 12.11 kcal per mole
Multiplicity: 3

[6]
This record from the Open Molecules 2025 dataset describes C17H40Al2FeN5O14P2 as an isolated structure. The level of theory is the ωB97M-V functional and the def2-TZVPD basis.

Geometry (Å):
Fe: -16.389 -12.410 -19.105
Al: -14.672 -13.304 -13.503
Al: -18.652 -14.276 -16.127
P: -15.604 -12.617 -16.578
O: -15.063 -11.604 -15.590
O: -14.854 -12.541 -17.946
O: -16.977 -12.372 -17.264
O: -15.776 -13.953 -15.861
P: -17.302 -15.557 -13.163
O: -18.272 -15.210 -12.018
O: -17.769 -16.381 -14.347
O: -15.879 -15.766 -12.665
O: -17.381 -14.095 -13.722
C: -16.278 -15.615 -20.874
C: -17.002 -15.401 -19.517
O: -17.537 -14.140 -19.229
H: -17.037 -15.689 -21.646
H: -15.614 -16.479 -20.802
H: -15.555 -14.822 -21.034
H: -16.310 -15.739 -18.734
H: -17.876 -16.061 -19.542
C: -15.187 -18.747 -13.835
O: -14.998 -19.796 -13.254
N: -14.816 -18.553 -15.155
C: -15.105 -17.257 -15.735
C: -14.527 -19.669 -16.000
H: -15.619 -17.905 -13.279
H: -15.348 -16.557 -14.946
H: -15.736 -17.260 -16.621
H: -14.139 -16.890 -16.121
H: -15.317 -19.855 -16.734
H: -13.568 -19.555 -16.506
H: -14.546 -20.581 -15.402
C: -14.577 -12.585 -21.823
O: -15.157 -12.607 -20.718
N: -13.761 -11.647 -22.262
C: -13.508 -11.479 -23.679
C: -13.326 -10.628 -21.328
H: -14.797 -13.399 -22.523
H: -12.458 -11.151 -23.713
H: -13.916 -10.536 -24.067
H: -13.733 -12.282 -24.367
H: -12.436 -10.138 -21.721
H: -14.100 -9.907 -21.085
H: -12.980 -11.142 -20.431
C: -16.852 -7.930 -14.310
O: -16.465 -6.903 -13.791
N: -17.358 -8.021 -15.563
C: -17.572 -9.347 -16.115
C: -17.339 -6.884 -16.446
H: -16.866 -8.907 -13.800
H: -18.476 -9.201 -16.726
H: -17.931 -10.130 -15.452
H: -16.770 -9.725 -16.751
H: -16.917 -7.197 -17.405
H: -18.351 -6.514 -16.644
H: -16.789 -6.065 -15.993
C: -13.743 -8.322 -16.052
O: -13.582 -7.386 -15.294
N: -13.551 -8.228 -17.397
C: -13.521 -9.437 -18.192
C: -13.220 -7.015 -18.067
H: -13.934 -9.344 -15.687
H: -12.521 -9.638 -18.595
H: -14.177 -9.331 -19.058
H: -13.819 -10.319 -17.628
H: -13.761 -6.822 -19.001
H: -13.352 -6.110 -17.480
H: -12.166 -7.052 -18.379
C: -12.477 -14.546 -16.456
O: -12.409 -14.848 -15.277
N: -11.473 -14.483 -17.360
C: -11.743 -14.123 -18.755
C: -10.102 -14.519 -16.902
H: -13.458 -14.390 -16.936
H: -12.034 -13.073 -18.758
H: -12.540 -14.712 -19.207
H: -10.812 -14.339 -19.276
H: -9.424 -15.231 -17.372
H: -9.670 -13.518 -17.035
H: -9.972 -14.649 -15.828

Frontier orbital gap (alpha / beta): 7.3 / 3.3 eV
Total charge: +1
Expectation value of S²: 20.062
HOMO (alpha / beta): -0.3858 / -0.3856 hartree
Multiplicity: 9